# C15H27AlF7O7S

A molecular structure, C15H27AlF7O7S in a non-equilibrium geometry (ωB97M-V/def2-TZVPD, the OMol25 dataset).

Element x y z (Å)
1 S 0.64726 -1.85198 3.02322
2 Al -1.12018 -0.49998 -2.37448
3 F 2.45400 3.26151 -1.71230
4 F 0.82632 2.06341 -4.11483
5 F 0.33178 3.99210 -0.75278
6 F 0.65631 1.07800 -0.54385
7 F 0.96912 4.65639 -2.95316
8 F 1.67746 0.15852 -2.49444
9 F -1.21880 2.55872 -2.96383
10 O 0.82624 -4.42790 -3.31160
11 O 1.37613 -0.60459 2.41548
12 O -0.03858 -3.53752 -1.44860
13 O -1.84081 5.47523 3.19723
14 O 1.20536 -2.05418 4.45400
15 O -1.65005 3.48674 4.20767
16 O 1.00082 -3.17234 1.98078
17 C -2.30574 -0.96496 -0.76599
18 C 0.38256 4.66199 3.85669
19 C -1.10850 4.50843 3.79221
20 C 1.82568 -4.97323 -1.13367
21 C -2.02202 -1.97724 1.79427
22 C -1.48619 -0.92735 0.65333
23 C 0.82163 -4.24035 -1.97378
24 C -1.23051 -1.55309 3.20546
25 C 1.01349 3.50270 -1.97831
26 C 0.24224 2.25777 -2.73536
27 C -1.33943 6.77716 2.83755
28 C 1.88215 -5.08070 -4.04282
29 C -0.65239 6.73727 1.48700
30 C 0.41460 0.80175 -1.97865
31 C 1.69914 -6.58532 -4.02824
32 H -1.79779 -3.10141 1.47977
33 H -0.70004 7.18310 3.62653
34 H -3.32728 -0.34878 -0.72328
35 H -0.32239 7.73740 1.19339
36 H 0.71963 5.69677 3.87166
37 H 0.73761 4.21162 4.78978
38 H 2.86420 -4.76961 -3.67552
39 H -1.33428 6.35090 0.72255
40 H -2.64891 -2.09813 -0.91928
41 H -0.51909 -1.88425 -2.93591
42 H 1.74704 -6.98718 -3.01263
43 H -1.33243 -0.36487 3.25268
44 H 1.81050 -4.72122 -5.07488
45 H 0.36810 -3.93729 2.22060
46 H 0.71609 -6.85468 -4.42789
47 H 2.10166 -4.33512 -0.28739
48 H -2.21121 7.43730 2.77649
49 H -1.67993 -2.07302 4.15451
50 H 1.37496 -5.89526 -0.75923
51 H 2.47098 -7.07275 -4.62994
52 H -1.45162 0.19752 1.01580
53 H -3.16928 -1.80191 2.00699
54 H 2.75293 -5.20411 -1.65474
55 H -2.10311 0.10054 -3.50498
56 H -0.35637 -1.20815 0.39068
57 H 0.83358 4.14063 3.00919
58 H 0.21738 6.07498 1.49685

Charge = -1
Spin multiplicity = 1
E = -66774.58786 eV


# C4H7P3

C4H7P3 in the gas phase in a non-equilibrium geometry (ωB97M-V/def2-TZVPD, the OMol25 dataset).

Element x y z (Å)
1 P -1.12645 1.33325 -1.00591
2 P 0.66650 -0.13887 0.87467
3 P -0.83228 -2.82327 0.71009
4 C -0.40484 -1.18426 0.09555
5 C 0.52947 -3.16955 1.66500
6 C 0.66742 1.29293 -0.25609
7 C -1.02804 0.94335 -2.60471
8 H 0.73245 -4.07600 2.15747
9 H -0.11953 0.52897 -3.11969
10 H 1.43623 -2.49664 1.65336
11 H -1.94264 1.01029 -3.21357
12 H 1.50803 1.24884 -0.83390
13 H -0.90653 -0.99406 -0.74649
14 H 0.67732 2.37284 0.31149

Structure (SMILES) = C=P/C=P/CP=C
Relative energy (zero: lowest compared OMol25 entry of this formula, charge and spin) = 65.4 kcal/mol
Spin multiplicity = 1
E = -32123.51627 eV


# C5H11N

C5H11N in the gas phase (ωB97M-V/def2-TZVPD, the OMol25 dataset).

Element x y z (Å)
1 N -0.09565 0.95101 0.42744
2 C -0.75391 -0.00860 1.32757
3 C 0.99976 0.72287 -1.87577
4 C -0.33198 -1.47287 1.34945
5 C -1.44441 0.50892 0.12704
6 C 1.05486 0.49251 -0.36726
7 H -1.05126 0.42573 2.29342
8 H 0.06816 0.33030 -2.29074
9 H 1.09074 1.77786 -2.14905
10 H -1.59992 -0.18941 -0.69526
11 H 0.03466 -1.81635 0.37402
12 H 1.25010 -0.56942 -0.19573
13 H -1.17884 -2.12535 1.58520
14 H 0.46222 -1.63241 2.08858
15 H 1.92537 1.03299 0.00873
16 H -2.20719 1.27348 0.26060
17 H 1.83993 0.20610 -2.36307

Structure (SMILES) = CCN1C[C@H]1C
Relative energy (zero: lowest compared OMol25 entry of this formula, charge and spin) = 33.3 kcal/mol
Spin multiplicity = 1
E = -6852.08534 eV


# C32H27ClN6O8Rb

A molecular structure, C32H27ClN6O8Rb (ωB97M-V/def2-TZVPD, the OMol25 dataset).

Element x y z (Å)
1 Rb -1.34309 0.82229 -0.29474
2 Cl 0.12051 0.09096 7.06920
3 O -2.85646 0.64213 7.13682
4 O -4.11180 0.75936 5.31364
5 O 1.69540 -4.18083 -6.12860
6 O 0.69802 -5.91993 -5.35451
7 O 1.97585 1.37933 -1.85695
8 O -3.90151 0.21565 2.89501
9 O -2.56200 -1.00452 1.57812
10 O -0.29838 2.55838 -2.04332
11 N 0.09380 2.49816 1.87325
12 N 0.13450 -0.77426 4.54848
13 N -0.17000 -0.64850 -2.79308
14 N -0.16749 -2.06447 -0.49560
15 N 1.04189 -4.75526 -5.27845
16 N -0.61485 -0.91937 3.44074
17 C -1.89230 -0.10489 5.12299
18 C -0.20914 -2.75719 0.62331
19 C -0.59989 -0.28302 5.57201
20 C 3.00433 2.15808 0.19178
21 C 4.24828 -1.43008 4.17090
22 C -0.55281 2.35759 3.03310
23 C 3.57735 -0.62929 3.25615
24 C -0.13332 0.08973 -3.87933
25 C 0.67039 -4.00936 -4.06523
26 C 0.42565 -1.78487 -5.26062
27 C 0.04940 3.80124 -2.53147
28 C -0.01218 2.68465 4.26487
29 C 1.28253 3.18054 4.29064
30 C 0.15158 -0.44925 -5.14286
31 C 2.19298 -1.80208 5.36448
32 C -3.00449 0.46099 5.94611
33 C -1.83226 -0.52639 3.76336
34 C 2.21798 -0.39957 3.39619
35 C 1.94866 3.36232 3.09325
36 C 0.27310 -4.82075 -0.47612
37 C 0.31577 -4.10285 -1.68543
38 C 0.59922 -4.73513 -2.93171
39 C 0.42668 -2.58918 -4.10361
40 C 2.33340 1.00969 -0.55942
41 C 3.55667 -2.01217 5.22378
42 C 0.10942 -1.95770 -2.88353
43 C 2.02532 3.27426 0.58333
44 C 0.08187 -2.72116 -1.64394
45 C 0.00710 -4.14703 0.68177
46 C -2.86381 -0.45897 2.64413
47 C 1.32172 3.02857 1.89140
48 C 1.53845 -0.99043 4.45195
49 H -0.32368 1.14956 -3.71620
50 H 1.47597 0.64182 0.02713
51 H 3.52725 1.78849 1.08286
52 H -1.56290 1.96634 2.97222
53 H 0.65348 -2.21502 -6.22259
54 H 1.04882 1.83035 -1.89026
55 H -0.43819 -2.19961 1.52336
56 H 1.27951 3.39331 -0.20646
57 H -4.04700 0.55198 4.29392
58 H -0.50948 4.07700 -3.44696
59 H 1.75658 3.43466 5.23076
60 H 2.95180 3.77047 3.07110
61 H -0.14152 4.62278 -1.81124
62 H 0.44920 -5.89023 -0.48368
63 H 4.07615 -2.64377 5.93273
64 H 1.12248 3.87636 -2.79569
65 H -0.04294 -4.65434 1.63551
66 H 3.75942 2.56944 -0.48284
67 H -0.59093 2.55433 5.16936
68 H 0.77879 -5.80085 -2.96752
69 H 2.56892 4.21801 0.67121
70 H 1.63708 -2.26407 6.16871
71 H 1.67444 0.22221 2.69568
72 H 0.15739 0.19341 -6.01279
73 H 5.31067 -1.60520 4.05981
74 H 3.03705 0.16919 -0.61730
75 H 4.11111 -0.17827 2.42982

Charge = -1
Relative energy (zero: lowest compared OMol25 entry of this formula, charge and spin) = 0.0 kcal/mol
Spin multiplicity = 1
E = -72122.73319 eV


Respective orbital gap values: 7.1; 7.9; 9.9; 6.4 eV.
Respective highest occupied orbital energy values: -4.9; -8.7; -8.7; -5.3 eV.
Respective LUMO energy values: 2.2; -0.8; 1.2; 1.2 eV.